No. 1
This record from OMol25 describes a molecular structure, C45H50CdN3O3Si. The level of theory is ωB97M-V/def2-TZVPD.

Values from the calculation:
Largest force on an atom: 0.2 eV/Å
Charge: -1
HOMO-LUMO gap: 6.038 eV

```
103
Properties=species:S:1:pos:R:3:forces:R:3
Cd -0.442852 -0.611717 -0.303153 -0.088 -0.012 -0.106
C -0.467326 2.819642 -0.901878 -0.014 0.011 -0.003
O -0.537346 2.042119 0.297183 0.026 0.003 0.002
C 0.576583 2.188923 1.103819 -0.017 0.018 0.013
C 0.566896 3.110662 2.135343 -0.018 -0.001 -0.013
C 1.694703 3.266221 2.929163 0.010 -0.014 -0.002
C 2.825456 2.495898 2.688424 -0.015 0.013 0.001
C 2.831499 1.565956 1.660736 -0.001 -0.015 -0.013
C 1.705490 1.404859 0.863758 0.015 0.003 -0.001
N 1.595392 0.495324 -0.214332 0.028 0.035 0.009
N 2.681133 0.231107 -0.806631 -0.009 0.017 0.007
C 2.619391 -0.438138 -1.992258 -0.038 -0.012 -0.025
C 1.446426 -0.427351 -2.824334 0.038 -0.002 0.041
O 0.316810 0.018199 -2.484083 0.018 -0.067 0.023
C 1.620139 -0.917691 -4.184701 -0.004 -0.006 -0.008
C 2.790581 -1.402654 -4.636685 -0.004 0.000 0.002
C 3.965670 -1.434290 -3.811727 0.010 0.010 0.011
C 5.183779 -1.936958 -4.296363 -0.001 -0.005 -0.003
C 6.310429 -1.942536 -3.510650 0.002 0.003 0.002
C 6.232773 -1.439693 -2.204648 0.000 -0.008 -0.002
C 5.047379 -0.954077 -1.706900 0.006 0.006 0.005
C 3.881078 -0.932944 -2.498282 -0.002 -0.002 0.000
H -0.426804 3.884201 -0.656874 0.003 0.000 -0.002
H -1.372963 2.601094 -1.465087 0.006 0.005 0.008
H 0.398669 2.531250 -1.499488 -0.002 0.000 0.005
H -0.332612 3.687343 2.310811 0.003 0.006 0.003
H 1.684162 3.977884 3.744623 -0.001 0.001 0.000
H 3.700603 2.608458 3.315701 0.000 -0.001 0.001
H 3.698994 0.950873 1.463163 0.001 0.000 0.001
H 0.732596 -0.894845 -4.804549 -0.001 0.003 -0.001
H 2.868118 -1.783516 -5.650006 0.000 0.001 -0.001
H 5.219197 -2.321097 -5.310068 0.000 0.000 -0.001
H 7.245583 -2.332280 -3.891916 0.000 -0.002 -0.001
H 7.114707 -1.440835 -1.575461 0.001 -0.001 0.001
H 4.993053 -0.580486 -0.694167 -0.002 0.002 0.001
C 0.566359 0.245502 4.646806 -0.005 -0.001 0.022
C -0.064315 -1.144125 4.494775 -0.013 0.007 0.008
C 1.034280 -2.106792 4.029543 0.009 0.021 -0.024
C -0.620395 -1.579179 5.851772 -0.003 -0.006 -0.001
Si -1.380203 -0.971412 3.126576 -0.082 0.059 0.000
O -0.689429 -0.443843 1.797275 0.157 -0.081 0.043
C -2.673495 0.302494 3.679231 0.004 -0.006 -0.005
C -3.598353 0.078186 4.701532 -0.004 -0.010 -0.015
C -4.537992 1.038181 5.052682 0.003 -0.001 0.008
C -4.577868 2.249582 4.374516 -0.007 0.005 -0.003
C -3.679864 2.487608 3.343460 0.009 0.010 0.007
C -2.740075 1.522290 3.002147 0.000 -0.005 0.009
C -2.396314 -2.558889 2.906647 0.036 -0.014 0.003
C -3.487611 -2.476915 2.033998 -0.027 0.005 0.005
C -4.306865 -3.568785 1.787212 -0.015 0.000 0.011
C -4.050281 -4.783431 2.409875 0.003 0.003 0.002
C -2.971597 -4.893943 3.275325 -0.016 -0.005 -0.003
C -2.160080 -3.791681 3.518429 0.013 -0.009 -0.006
H 1.384450 0.214412 5.378800 -0.001 0.000 0.002
H -0.164336 0.983582 4.989683 0.002 0.002 0.002
H 0.972472 0.593929 3.696509 0.005 0.006 -0.008
H 1.851554 -2.130847 4.762088 -0.001 -0.004 0.006
H 1.449053 -1.778599 3.073334 -0.003 -0.009 -0.002
H 0.675938 -3.130066 3.899530 -0.015 -0.012 0.003
H 0.191161 -1.643115 6.588328 0.000 0.002 0.003
H -1.113044 -2.553350 5.816145 0.016 0.026 0.015
H -1.346327 -0.854251 6.227193 -0.010 0.002 0.013
H -3.600687 -0.874753 5.221762 -0.001 -0.004 0.004
H -5.247394 0.838811 5.847628 0.001 -0.001 0.000
H -5.314627 2.998425 4.640729 -0.001 -0.001 0.000
H -3.719099 3.424072 2.797616 0.000 -0.001 -0.001
H -2.049740 1.695806 2.183825 -0.004 0.006 -0.001
H -3.703402 -1.540791 1.527529 0.009 0.003 0.001
H -5.133546 -3.468154 1.094212 -0.001 -0.001 0.000
H -4.684182 -5.640918 2.216105 -0.002 0.000 0.001
H -2.760395 -5.838519 3.763401 0.000 -0.002 -0.002
H -1.326951 -3.907775 4.201070 0.002 -0.011 -0.030
C -6.712337 -2.748315 -1.780409 -0.001 0.009 -0.002
C -5.523852 -1.863245 -1.496432 -0.006 0.006 -0.010
C -5.718091 -0.526909 -1.167203 0.005 -0.009 -0.001
C -4.602084 0.264156 -0.896704 -0.010 -0.024 -0.018
C -4.747627 1.731311 -0.582646 0.004 -0.008 -0.001
C -3.344975 -0.300203 -0.929323 -0.008 0.028 -0.014
C -3.089380 -1.678080 -1.187898 -0.008 0.048 -0.085
C -4.252748 -2.419834 -1.526337 -0.013 -0.040 -0.013
N -1.813235 -2.107369 -1.066619 0.041 -0.017 0.149
C -1.269427 -3.457069 -1.244797 -0.024 -0.005 -0.086
C -2.248610 -4.637399 -1.169365 0.035 -0.013 0.060
C -0.539020 -3.534362 -2.592327 -0.024 -0.010 -0.013
C -0.244623 -3.680046 -0.122148 0.023 0.023 -0.025
H -7.557134 -2.168783 -2.155333 -0.001 0.001 -0.001
H -7.042403 -3.259777 -0.871500 -0.003 -0.003 0.000
H -6.467756 -3.515432 -2.516800 0.002 -0.001 0.000
H -6.716055 -0.103673 -1.135626 -0.001 0.004 0.000
H -5.784901 1.983593 -0.359718 -0.002 0.001 0.006
H -4.428279 2.345239 -1.429328 -0.003 0.000 0.001
H -4.136960 2.006575 0.279285 0.000 0.006 -0.001
H -2.508141 0.370525 -0.734171 -0.020 0.010 0.056
H -4.188103 -3.461322 -1.788780 -0.015 0.059 0.004
H -2.871513 -4.708090 -2.059209 0.039 -0.050 0.004
H -2.878931 -4.579813 -0.281747 -0.019 0.015 -0.026
H -1.665886 -5.559848 -1.112922 0.003 -0.009 0.019
H -1.230566 -3.317493 -3.409143 -0.013 -0.007 0.002
H -0.105032 -4.526780 -2.749691 -0.011 -0.002 -0.007
H 0.266389 -2.802004 -2.633086 0.016 0.040 -0.005
H -0.726716 -3.610991 0.854690 -0.010 -0.006 0.002
H 0.559557 -2.933321 -0.160955 0.011 -0.006 -0.027
H 0.234400 -4.657198 -0.219409 0.007 -0.004 0.007
```
Forces are in eV/Å.

No. 2
This record from OMol25 describes a molecular structure, C45H50GeN5OSSi2Tc in a non-equilibrium geometry. The level of theory is ωB97M-V/def2-TZVPD.

Values from the calculation:
Largest force on an atom: 1.1 eV/Å
2S+1: 3
HOMO-LUMO gap (alpha / beta): 6.302 / 6.432 eV

```
106
Properties=species:S:1:pos:R:3:forces:R:3
Tc 0.395467 -0.494228 -0.754167 -0.656 -0.716 -0.443
N -2.797913 -2.198281 -3.316112 0.064 -0.119 -0.018
C -1.833621 -1.490164 -2.670764 -0.086 0.087 -0.036
S -0.826518 -2.361823 -1.547686 0.193 0.159 -0.206
N -1.684048 -0.243671 -2.984144 0.046 -0.028 0.246
N -0.627165 0.369560 -2.305532 -0.241 0.034 -0.104
C -0.452831 1.586210 -2.733267 0.091 0.116 -0.045
C 0.575914 2.505667 -2.362497 -0.146 0.053 -0.134
C 0.616232 3.748507 -3.032485 -0.063 -0.031 -0.014
C 1.559635 4.692557 -2.724465 0.078 0.022 0.060
C 2.507000 4.412333 -1.723837 -0.026 -0.022 -0.071
C 2.495672 3.208956 -1.064479 0.093 0.055 -0.017
C 1.527999 2.234777 -1.367123 0.007 -0.402 0.156
O 1.525789 1.105692 -0.681114 0.326 0.568 0.074
H -3.145554 -3.011257 -2.833618 -0.051 0.024 0.008
H -3.489984 -1.649371 -3.800561 -0.001 0.017 0.007
H -1.161504 1.906266 -3.493070 0.020 0.036 0.003
H -0.116185 3.938526 -3.809816 0.005 0.006 0.043
H 1.575538 5.643059 -3.241662 0.012 -0.034 0.006
H 3.251143 5.155224 -1.462574 -0.017 -0.010 -0.011
H 3.210766 2.990127 -0.282514 -0.025 0.004 -0.007
C 4.801481 -1.891714 -3.011396 0.071 -0.193 -0.101
Si 3.447897 -0.825973 -2.269189 -0.034 0.075 -0.076
C 2.603925 -0.059642 -3.750785 -0.057 0.121 -0.094
C 4.392479 0.417093 -1.226066 0.046 0.066 0.142
C 2.192317 -1.789385 -1.212879 -0.220 0.111 0.728
C 2.566623 -1.726158 0.226479 0.058 0.001 -0.063
C 3.714249 -2.144438 0.901789 -0.005 -0.015 -0.028
C 3.802434 -1.921395 2.262848 -0.002 0.010 -0.008
C 2.768377 -1.267634 2.929734 0.035 -0.030 0.020
C 1.671880 -0.863007 2.201207 -0.010 0.008 -0.114
N 1.580510 -1.111542 0.891472 0.073 0.175 0.296
Si 1.977014 -3.612388 -1.727232 -0.034 0.112 -0.001
C 1.323865 -3.718721 -3.482263 0.043 -0.066 -0.171
C 3.597496 -4.573904 -1.739998 0.180 -0.030 -0.021
C 0.992654 -4.492198 -0.388968 -0.119 -0.066 0.061
H 5.551270 -1.210325 -3.429897 -0.068 -0.023 0.001
H 4.436402 -2.523599 -3.826389 0.049 0.027 0.064
H 5.308356 -2.531420 -2.285718 0.008 0.085 -0.034
H 3.216237 0.754500 -4.153368 -0.036 -0.071 0.001
H 1.617841 0.343044 -3.527523 0.051 -0.003 -0.050
H 2.485833 -0.811083 -4.537394 -0.011 0.032 0.048
H 5.390542 0.029602 -1.003029 -0.028 0.010 -0.016
H 3.896673 0.642569 -0.282604 0.019 0.029 -0.031
H 4.514658 1.356110 -1.772517 0.022 -0.039 0.007
H 4.522270 -2.609382 0.353387 -0.016 -0.003 0.037
H 4.680305 -2.241988 2.810100 -0.007 0.008 -0.018
H 2.813480 -1.076018 3.992500 0.015 0.008 -0.020
H 0.844777 -0.332307 2.656711 -0.026 -0.028 -0.011
H 2.129569 -3.995783 -4.172305 -0.080 0.015 0.064
H 0.898147 -2.768635 -3.808179 0.004 -0.052 -0.016
H 0.536509 -4.473805 -3.561637 0.039 0.059 -0.011
H 4.148174 -4.448474 -2.672170 -0.007 -0.047 0.070
H 3.356440 -5.638021 -1.638023 -0.020 0.067 -0.004
H 4.266817 -4.317227 -0.915419 -0.038 -0.089 -0.017
H 0.357051 -3.814932 0.181419 0.033 -0.099 0.015
H 1.673081 -4.982342 0.313968 -0.003 0.016 -0.054
H 0.341360 -5.257013 -0.823275 0.053 0.021 0.035
C -1.173128 -2.319080 2.140234 0.116 -0.057 0.029
Ge -1.793482 -0.879537 0.932127 -0.046 -0.467 -0.131
C -3.382250 -1.608655 -0.015637 0.015 0.006 -0.183
C -3.613926 -2.982005 -0.160340 -0.112 0.104 0.057
C -4.756596 -3.457061 -0.790424 0.010 0.051 0.041
C -5.686158 -2.561579 -1.315959 0.056 -0.050 0.002
C -5.468517 -1.199368 -1.188632 0.041 0.023 0.027
C -4.328797 -0.732641 -0.536579 -0.063 -0.006 0.023
C -2.833615 0.307030 2.197654 0.078 -0.049 0.205
C -2.599587 1.649018 2.314510 -0.019 0.090 -0.106
C -3.269115 2.487515 3.236656 0.031 0.041 -0.056
C -4.208487 1.965039 4.062454 -0.039 -0.065 0.034
C -4.523903 0.583600 3.992203 0.013 -0.013 -0.013
C -5.512135 0.048382 4.856810 0.038 0.087 -0.008
C -5.833378 -1.274312 4.831210 -0.001 -0.098 -0.032
C -5.175123 -2.124675 3.919971 -0.039 0.017 0.047
C -4.221907 -1.634351 3.074612 0.078 0.170 -0.089
C -3.847722 -0.260584 3.067439 0.086 0.008 0.063
H -1.922131 -3.103203 2.245644 0.042 -0.004 -0.019
H -0.998279 -1.893990 3.131165 -0.020 -0.058 -0.011
H -0.249729 -2.775554 1.791028 -0.023 0.017 0.046
H -2.896775 -3.693334 0.234959 0.002 -0.004 -0.025
H -4.926264 -4.524882 -0.869553 0.003 0.015 -0.003
H -6.573734 -2.928771 -1.816941 0.004 0.003 0.029
H -6.191266 -0.496148 -1.584804 0.015 0.002 0.002
H -4.190414 0.337839 -0.417391 -0.003 -0.012 -0.030
H -1.879163 2.123439 1.673494 0.136 0.003 -0.097
H -3.019469 3.541264 3.277623 0.004 -0.019 -0.019
H -4.727569 2.583802 4.785377 -0.010 -0.009 -0.014
H -6.010271 0.722801 5.544470 0.020 -0.006 -0.006
H -6.585770 -1.671249 5.500916 -0.001 0.005 -0.018
H -5.430302 -3.176701 3.883871 0.004 0.014 0.002
H -3.756701 -2.311044 2.381168 -0.004 -0.014 -0.048
C 0.013016 3.106444 0.921788 0.016 0.310 0.069
C 0.674426 4.253239 1.365722 -0.028 -0.062 -0.005
C 1.666988 4.175918 2.376165 0.024 -0.014 0.013
C 2.381751 5.286159 2.754932 0.019 0.029 0.016
C 2.132524 6.523077 2.143613 0.139 0.150 0.039
C 1.146157 6.627841 1.153110 -0.003 0.045 0.018
C 0.427284 5.520300 0.777616 -0.040 0.003 -0.002
C 2.900818 7.682459 2.519960 -0.163 -0.235 -0.063
N 3.517238 8.607579 2.815760 -0.004 -0.006 -0.002
H -0.694311 3.160843 0.103723 -0.015 0.003 0.061
H 0.244282 2.134487 1.329071 0.042 0.008 0.036
H 1.869428 3.214149 2.834268 -0.002 0.046 0.000
H 3.144510 5.219045 3.519867 -0.016 -0.015 -0.015
H 0.966565 7.588040 0.686939 -0.021 -0.022 0.009
H -0.329834 5.598285 0.006227 0.036 0.005 0.003
```
Forces are in eV/Å.